w | Computed, not measured: the ion C7H12N with charge +1, with ωB97M-V/def2-TZVPD.

## Properties
Gap between HOMO and LUMO: 0.39011 Ha
HOMO level: -13.971 eV
Total charge: +1
E_LUMO: -3.36 eV

Geometry (Å):
C  2.68  0.59  0.29
C  1.53  0.32  0.18
C  0.27  -0.50  0.06
C  0.30  -1.57  1.19
C  0.21  -1.25  -1.31
C  -0.99  0.34  0.16
C  -1.17  1.68  0.68
N  -1.20  1.49  -0.79
H  3.70  1.01  0.30
H  0.33  -1.25  2.25
H  -0.47  -2.23  0.96
H  1.13  -2.33  0.92
H  0.19  -0.66  -2.22
H  -0.70  -1.84  -1.24
H  1.16  -1.82  -1.30
H  -1.92  -0.26  -0.01
H  -2.04  2.23  1.11
H  -0.31  2.22  1.10
H  -2.14  1.75  -1.01
H  -0.58  2.09  -1.31

x | Computed, not measured: the ion C7H12N with charge +1, with ωB97M-V/def2-TZVPD.

## Properties
Gap between HOMO and LUMO: 0.25862 Ha
HOMO level: -13.866 eV
Total charge: +1
E_LUMO: -6.83 eV

Geometry (Å):
C  -1.07  0.39  0.23
C  0.92  2.55  -0.11
C  1.30  1.21  0.01
C  0.42  0.19  0.13
C  2.36  -1.70  -0.10
C  -3.35  -0.11  -0.17
C  0.91  -1.23  0.08
N  -1.97  -0.20  -0.38
H  -1.31  1.09  1.06
H  1.64  3.33  -0.22
H  -0.15  2.58  -0.34
H  2.34  1.07  0.20
H  2.69  -1.48  -1.16
H  2.36  -2.75  0.25
H  2.98  -1.02  0.37
H  -3.61  0.26  0.92
H  -3.44  -1.21  -0.40
H  -3.91  0.50  -0.93
H  0.74  -1.61  1.06
H  0.14  -1.85  -0.53

Energetically preferred structure: w | next structure: +62.0 kJ/mol

w | Computed, not measured: the ion C7H12N with charge +1, with ωB97M-V/def2-TZVPD.

## Properties
Gap between HOMO and LUMO: 0.35251 Ha
HOMO level: -13.541 eV
Total charge: +1
E_LUMO: -3.95 eV

Geometry (Å):
C  -2.17  1.25  0.49
C  -2.06  0.04  0.03
C  -3.27  -0.74  -0.33
C  -0.75  -0.68  -0.13
C  0.51  -0.28  -0.20
N  1.73  -0.04  -0.05
C  2.62  0.35  -1.09
C  2.35  -0.06  1.28
H  -1.27  1.85  0.70
H  -3.20  1.65  0.43
H  -3.35  -0.93  -1.45
H  -4.10  0.00  -0.24
H  -3.45  -1.57  0.28
H  -0.82  -1.73  -0.50
H  1.97  0.28  -2.07
H  3.13  1.21  -0.76
H  3.36  -0.29  -1.23
H  3.16  -0.75  1.26
H  1.77  -0.33  2.13
H  2.74  0.96  1.55

x | Computed, not measured: a cluster of 2 separate species, C7H12N in total, with ωB97M-V/def2-TZVPD.

## Properties
Gap between HOMO and LUMO (alpha / beta): 0.31535 / 0.31532 Ha
HOMO level (alpha / beta): -14.168 / -14.167 eV
Total charge: +1
E_LUMO (alpha / beta): -5.59 / -5.59 eV

Geometry (Å):
C  0.03  -2.27  -0.23
C  -0.79  3.21  0.59
C  -0.71  2.17  -0.24
C  0.29  0.28  -1.42
C  1.85  1.62  -0.09
C  -1.05  -4.02  1.16
C  0.45  1.40  -0.56
N  -0.49  -3.10  0.36
H  -1.64  3.78  0.44
H  0.02  3.67  1.27
H  -1.64  1.77  -0.62
H  0.21  -0.69  -0.77
H  -0.74  0.14  -1.85
H  1.11  -0.04  -1.99
H  2.12  0.89  0.65
H  2.21  2.68  0.25
H  2.50  1.32  -0.98
H  -2.24  -4.14  0.90
H  -0.59  -4.98  1.01
H  -0.88  -3.68  2.13

Energetically preferred structure: w | next structure: +94.3 kJ/mol

w | Computed, not measured: a structure of composition C8H10N2O, with ωB97M-V/def2-TZVPD.

## Properties
Gap between HOMO and LUMO (alpha / beta): 0.29392 / 0.29421 Ha
HOMO level (alpha / beta): -7.535 / -7.654 eV
E_LUMO (alpha / beta): 0.46 / 0.35 eV

Geometry (Å):
C  -2.43  -0.62  1.80
C  -1.04  -0.59  2.06
C  -1.59  1.45  -1.14
C  0.02  -0.40  -1.39
C  0.57  1.46  0.25
C  -0.46  -1.27  -0.23
C  0.97  0.20  1.05
C  -0.13  1.10  -1.09
N  -3.02  0.23  1.06
N  -0.19  -0.65  1.08
O  -2.52  1.16  -0.46
H  -3.08  -1.14  2.51
H  1.08  -0.60  -1.60
H  -0.54  -0.65  -2.29
H  -0.11  2.04  0.87
H  1.46  2.06  0.07
H  -1.53  -1.46  -0.30
H  0.06  -2.24  -0.26
H  1.82  -0.32  0.60
H  1.23  0.49  2.07
H  0.36  1.66  -1.90

x | Computed, not measured: a cluster of 2 separate species, C8H10N2O in total, with ωB97M-V/def2-TZVPD.

## Properties
Gap between HOMO and LUMO (alpha / beta): 0.32476 / 0.29709 Ha
HOMO level (alpha / beta): -8.670 / -8.274 eV
E_LUMO (alpha / beta): 0.17 / -0.19 eV

Geometry (Å):
C  -4.38  1.40  0.22
C  -3.08  0.98  0.21
C  -4.47  -0.69  -0.23
C  -2.10  -1.26  -0.13
C  1.19  -1.41  -0.43
C  0.54  -0.14  -0.48
C  1.55  -0.29  0.66
C  2.75  0.57  0.41
N  -5.18  0.36  -0.22
N  -3.14  -0.37  -0.08
O  -2.05  -2.43  -0.41
H  -4.65  2.35  0.31
H  -2.26  1.68  0.27
H  -4.88  -1.61  -0.47
H  0.49  -2.22  -0.11
H  1.88  -1.60  -1.21
H  0.58  0.65  -1.26
H  1.36  -0.48  1.70
H  2.96  0.68  -0.64
H  3.70  0.26  1.00
H  2.48  1.53  0.74

Energetically preferred structure: x | next structure: +151.1 kJ/mol

w | Computed, not measured: a structure of composition C5H6Br2, with ωB97M-V/def2-TZVPD.

## Properties
Gap between HOMO and LUMO: 0.35200 Ha
HOMO level: -9.092 eV
E_LUMO: 0.49 eV

Geometry (Å):
C  -0.34  0.23  0.18
C  -1.64  0.18  0.45
C  0.61  -0.80  -0.30
C  0.67  1.29  0.51
C  1.77  0.15  -0.60
Br  0.39  3.15  -0.09
Br  3.51  -0.22  0.12
H  -2.21  0.90  0.78
H  -2.24  -0.63  0.18
H  0.66  -1.65  0.48
H  0.22  -1.24  -1.32
H  1.21  1.34  1.45
H  1.81  0.49  -1.65

x | Computed, not measured: a structure of composition C5H6Br2, with ωB97M-V/def2-TZVPD.

## Properties
Gap between HOMO and LUMO: 0.37562 Ha
HOMO level: -9.616 eV
E_LUMO: 0.61 eV

Geometry (Å):
C  -1.28  0.32  -0.21
C  -1.95  1.30  -0.78
C  -0.71  -0.95  0.16
C  1.94  -0.10  0.61
C  0.37  -0.02  -0.31
Br  2.68  -1.84  0.26
Br  1.81  0.24  2.45
H  -1.42  2.14  -0.99
H  -3.10  1.36  -0.99
H  -0.63  -1.23  1.16
H  -1.06  -1.88  -0.28
H  2.52  0.70  0.14
H  0.83  -0.04  -1.21

Energetically preferred structure: w | next structure: +148.9 kJ/mol

w | Computed, not measured: a structure of composition C3H5NS, with ωB97M-V/def2-TZVPD.

## Properties
Gap between HOMO and LUMO: 0.28063 Ha
HOMO level: -8.224 eV
E_LUMO: -0.59 eV

Geometry (Å):
C  0.92  -0.07  -0.14
C  -0.17  -0.97  -0.34
C  -1.34  -0.39  0.19
H  1.28  2.13  -0.05
H  -0.28  1.27  -0.52
H  0.06  -2.24  -0.29
H  -2.10  -1.22  0.97
H  -1.51  0.77  0.03
N  0.59  1.15  0.04
S  2.56  -0.44  0.10

x | Computed, not measured: the molecule C3H5NS, with ωB97M-V/def2-TZVPD.

## Properties
Gap between HOMO and LUMO: 0.30632 Ha
HOMO level: -8.233 eV
E_LUMO: 0.10 eV

Geometry (Å):
C  -1.11  -0.82  -1.17
C  -0.56  -0.48  0.11
N  0.29  0.51  0.15
C  1.46  0.73  0.92
S  2.06  2.12  0.95
H  -1.63  -1.77  -1.28
H  -1.32  -0.01  -1.82
H  -0.75  -1.04  1.20
H  -0.16  1.17  -0.47
H  1.73  -0.41  1.41

Energetically preferred structure: x | next structure: +131.2 kJ/mol

w | Computed, not measured: the molecule C15H22N2O2S, with ωB97M-V/def2-TZVPD.

## Properties
Gap between HOMO and LUMO: 0.34323 Ha
HOMO level: -8.634 eV
E_LUMO: 0.71 eV

Geometry (Å):
O  -1.15  -1.81  -0.09
C  -1.21  -0.59  -0.03
N  -2.29  0.12  -0.52
C  -3.24  -0.63  -1.33
C  -4.32  -1.28  -0.48
O  -4.99  -0.32  0.31
C  -4.08  0.36  1.15
C  -2.98  1.07  0.34
N  -0.21  0.17  0.54
C  0.77  -0.58  1.32
C  1.96  -1.06  0.57
C  2.03  -2.10  -0.31
C  3.32  -2.29  -0.84
C  4.23  -1.41  -0.34
S  3.52  -0.32  0.78
C  0.16  1.43  -0.08
C  0.96  2.38  0.82
C  1.57  3.35  -0.19
C  2.06  2.41  -1.30
C  1.01  1.30  -1.37
H  -2.69  -1.39  -1.88
H  -3.70  0.08  -2.03
H  -5.08  -1.75  -1.10
H  -3.86  -2.04  0.17
H  -4.67  1.08  1.72
H  -3.61  -0.36  1.84
H  -2.28  1.53  1.04
H  -3.44  1.84  -0.29
H  1.08  0.05  2.17
H  0.23  -1.45  1.72
H  1.17  -2.68  -0.57
H  3.57  -3.06  -1.55
H  5.28  -1.33  -0.56
H  -0.76  1.94  -0.35
H  0.34  2.88  1.56
H  1.77  1.86  1.33
H  2.38  3.94  0.24
H  0.81  4.02  -0.58
H  2.18  2.93  -2.25
H  3.03  2.00  -1.01
H  1.48  0.31  -1.42
H  0.37  1.41  -2.24

x | Computed, not measured: the molecule C15H22N2O2S, with ωB97M-V/def2-TZVPD.

## Properties
Gap between HOMO and LUMO: 0.31046 Ha
HOMO level: -7.747 eV
E_LUMO: 0.70 eV

Geometry (Å):
C  -1.79  4.25  -0.07
O  -1.10  3.04  -0.24
C  -0.24  2.63  0.75
C  -0.03  3.30  1.95
C  0.87  2.79  2.88
C  1.58  1.63  2.63
C  2.56  1.08  3.62
C  1.37  0.96  1.43
C  0.45  1.44  0.49
N  0.22  0.82  -0.73
C  0.56  -0.42  -1.18
S  0.97  -0.58  -2.77
N  0.56  -1.46  -0.30
C  -0.40  -1.53  0.79
C  -1.74  -2.11  0.24
C  -2.78  -1.02  0.04
O  -1.53  -2.72  -1.01
C  -0.42  -3.59  -1.03
C  -0.40  -4.26  -2.40
C  0.88  -2.79  -0.77
H  -2.38  4.38  -0.98
H  -1.10  5.09  0.04
H  -2.46  4.21  0.79
H  -0.55  4.21  2.17
H  1.02  3.33  3.80
H  2.84  1.84  4.35
H  2.11  0.24  4.16
H  3.45  0.72  3.12
H  1.93  0.07  1.20
H  0.00  1.47  -1.48
H  0.02  -2.19  1.55
H  -0.58  -0.55  1.23
H  -2.12  -2.86  0.96
H  -2.39  -0.26  -0.64
H  -3.67  -1.45  -0.40
H  -3.03  -0.56  0.99
H  -0.55  -4.36  -0.24
H  -0.30  -3.50  -3.17
H  0.45  -4.94  -2.47
H  -1.32  -4.81  -2.56
H  1.50  -3.28  -0.01
H  1.46  -2.69  -1.69

Energetically preferred structure: w | next structure: +21.0 kJ/mol